Entry 1:
Formula: C2H3ClFP
Source: the OMol25 dataset
Level of theory: wB97M-V/def2-TZVPD

Computed properties:
DFT total energy   -979.41539 Eh
Energy above the lowest of the compared OMol25 structures with the same formula, charge and spin   0.000 eV
Orbital gap   10.643 eV
HOMO level   -9.80 eV
LUMO   0.84 eV

Last column: Mulliken charge in e.
Geometry (Å):
C  -0.275805  0.596483  0.536695  -0.618
C  0.617685  -0.135012  -0.424700  -0.116
F  -1.710459  -1.251275  -0.615825  -0.296
P  -0.536363  -1.231179  0.530803  0.275
Cl  2.338274  -0.176748  -0.069054  -0.190
H  0.194247  1.015318  1.414964  0.328
H  -1.059196  1.212940  0.114719  0.260
H  0.431618  -0.030528  -1.487605  0.357

Forces on the atoms, in the same order (eV/Å):
C 0.17 -0.21 -0.18
C -0.21 -0.01 0.31
F 0.24 -0.20 0.48
P -0.16 0.61 -0.89
Cl 0.04 -0.03 0.06
H 0.06 -0.02 0.09
H -0.05 -0.06 -0.02
H -0.08 -0.07 0.15

=====

Entry 2:
Formula: C2H3ClIN
Source: the OMol25 dataset
Level of theory: wB97M-V/def2-TZVPD

Computed properties:
DFT total energy   -890.52344 Eh
Energy above the lowest of the compared OMol25 structures with the same formula, charge and spin   2.560 eV
Orbital gap   8.386 eV
HOMO level   -8.27 eV
LUMO   0.12 eV

Last column: Mulliken charge in e.
Geometry (Å):
C  -0.132496  0.079795  -1.342597  0.135
C  0.437465  1.477946  0.552466  -0.344
N  -0.060640  0.657031  -0.273030  -0.158
Cl  -1.321618  -0.893249  -1.866594  -0.086
I  -0.032768  -3.134766  0.910142  0.048
H  1.238265  1.140252  1.212485  0.237
H  0.023702  2.464303  0.545033  0.248
H  -0.151911  -1.791313  0.262095  -0.080

Forces on the atoms, in the same order (eV/Å):
C 1.28 0.98 -0.92
C -0.01 -0.46 0.75
N 0.87 0.48 0.13
Cl -1.92 -1.53 -0.52
I 0.27 -2.62 1.33
H -0.44 0.22 0.08
H 0.13 0.54 0.22
H -0.19 2.40 -1.08

=====

Entry 3:
Formula: C2H3ClN2O
Source: the OMol25 dataset
Level of theory: wB97M-V/def2-TZVPD

Computed properties:
DFT total energy   -722.72764 Eh
Energy above the lowest of the compared OMol25 structures with the same formula, charge and spin   6.150 eV
Orbital gap (spin up / spin down)   9.125 / 7.914 eV
HOMO level (spin up / spin down)   -9.19 / -8.23 eV
LUMO (spin up / spin down)   -0.07 / -0.32 eV

Last column: Mulliken charge in e.
Geometry (Å):
C  -0.358115  1.030241  -1.109641  -0.079
C  0.272134  -0.967208  -0.076077  -0.350
N  -0.134925  -0.148390  -1.132629  -0.204
N  0.725107  0.839601  1.324612  -0.069
O  1.065344  -0.309414  0.912288  -0.137
Cl  -0.983157  0.760781  1.868852  -0.156
H  -0.867159  1.687404  -1.784230  0.280
H  -0.647605  -1.230851  0.398079  0.429
H  0.928376  -1.662164  -0.401253  0.286

Forces on the atoms, in the same order (eV/Å):
C 0.60 0.82 0.77
C -1.29 1.65 0.73
N -0.40 -0.18 -1.07
N -0.93 1.92 0.11
O 1.48 -0.92 -0.14
Cl -0.44 0.20 0.63
H -0.11 0.35 -0.42
H -0.41 -1.05 0.34
H 1.49 -2.79 -0.96

=====

Entry 4:
Formula: C2H3ClN2O
Source: the OMol25 dataset
Level of theory: wB97M-V/def2-TZVPD

Computed properties:
DFT total energy   -722.88183 Eh
Energy above the lowest of the compared OMol25 structures with the same formula, charge and spin   1.954 eV
Orbital gap   9.939 eV
HOMO level   -9.00 eV
LUMO   0.94 eV

Last column: Mulliken charge in e.
Geometry (Å):
C  -0.007637  1.449118  -0.264427  -0.124
C  -2.408533  0.098009  -0.400575  0.597
N  0.638950  0.609513  -1.021276  -0.314
N  -3.337257  0.766641  -0.113713  -0.339
O  -1.793851  -0.719919  -0.944897  -0.507
Cl  1.025636  2.141770  0.884245  -0.165
H  1.726093  0.317788  -0.852727  0.240
H  -0.012469  -0.003303  -1.599907  0.339
H  -3.757298  1.464265  0.482475  0.273

Forces on the atoms, in the same order (eV/Å):
C -0.35 -0.52 -0.64
C -1.35 0.15 -0.58
N 1.68 -1.80 -0.23
N -1.47 1.41 1.08
O 1.68 -1.30 -0.39
Cl 0.80 0.68 0.81
H -3.35 0.85 -0.67
H 1.57 0.94 0.86
H 0.78 -0.42 -0.24

=====

Entry 5:
Formula: C2H3ClN2O
Source: the OMol25 dataset
Level of theory: wB97M-V/def2-TZVPD

Computed properties:
DFT total energy   -722.83742 Eh
Energy above the lowest of the compared OMol25 structures with the same formula, charge and spin   3.162 eV
Orbital gap   10.686 eV
HOMO level   -9.93 eV
LUMO   0.75 eV

Last column: Mulliken charge in e.
Geometry (Å):
C  -0.739211  0.924974  1.565042  0.113
C  -0.438186  -0.368305  -1.091206  -0.042
N  -0.000745  1.787985  1.424922  -0.350
N  0.825833  -0.245598  -0.972846  -0.271
O  1.500145  -1.009698  -0.035631  -0.351
Cl  -1.238725  0.593698  -2.285779  -0.126
H  -1.344276  0.113413  1.974991  0.267
H  -1.081581  -1.027996  -0.388554  0.368
H  2.516747  -0.768474  -0.190938  0.392

Forces on the atoms, in the same order (eV/Å):
C -0.29 -0.58 1.31
C 0.70 -1.27 1.97
N -0.08 0.15 -0.32
N -0.33 0.33 -1.10
O 2.06 0.61 -0.43
Cl 0.13 -0.34 0.40
H 0.33 0.62 -0.69
H 0.96 1.06 -1.50
H -3.49 -0.58 0.36

=====

Entry 6:
Formula: C2H3ClN2O8
Source: the OMol25 dataset
Level of theory: wB97M-V/def2-TZVPD

Computed properties:
DFT total energy   -1249.07790 Eh
Energy above the lowest of the compared OMol25 structures with the same formula, charge and spin   1.119 eV
Orbital gap (spin up / spin down)   8.607 / 8.553 eV
HOMO level (spin up / spin down)   -11.69 / -11.68 eV
LUMO (spin up / spin down)   -3.08 / -3.12 eV

Last column: Mulliken charge in e.
Geometry (Å):
N  -0.528244  -0.042912  0.955722  1.002
O  -0.977673  -1.065870  1.435792  -0.454
O  -0.965667  1.229701  1.279332  -0.106
O  0.379610  -0.140637  0.075005  -0.490
C  -3.055748  3.449133  4.795663  -0.610
C  -1.699872  3.622585  4.087694  0.190
O  -1.042946  2.553158  3.462111  -0.255
O  -1.873733  1.373539  2.527441  -0.015
Cl  -0.552327  4.330244  5.350909  -0.144
O  -3.968508  3.125675  3.796785  -0.306
N  -5.294538  2.915418  4.534017  1.055
O  -6.192091  2.570147  3.842993  -0.514
O  -5.228207  3.148290  5.711542  -0.490
H  -2.994102  2.679322  5.560732  0.359
H  -3.354927  4.394560  5.242639  0.412
H  -1.771946  4.409365  3.319561  0.366

Forces on the atoms, in the same order (eV/Å):
N 2.73 -5.25 -1.63
O -0.73 2.60 0.62
O -1.12 1.66 1.57
O -2.71 2.71 2.36
C 1.67 0.02 -0.11
C -1.08 1.66 -0.79
O 0.63 -3.05 -0.79
O 2.27 1.42 -0.44
Cl -0.55 -1.09 -1.06
O -2.43 -0.84 0.45
N 0.79 0.31 -0.16
O 0.68 0.18 0.12
O -0.58 -0.32 -0.85
H 0.14 -0.07 0.05
H 0.46 0.09 0.17
H -0.17 -0.03 0.49

=====

Entry 7:
Formula: C2H3ClNO2S2
Source: the OMol25 dataset
Level of theory: wB97M-V/def2-TZVPD

Computed properties:
Charge   -1
DFT total energy   -1539.85229 Eh
Energy above the lowest of the compared OMol25 structures with the same formula, charge and spin   0.099 eV
Orbital gap   7.665 eV
HOMO level   -4.18 eV
LUMO   3.49 eV

Last column: Mulliken charge in e.
Geometry (Å):
C  -0.301911  -0.990000  -0.288199  0.528
C  1.745235  0.068297  -0.086319  -1.036
N  0.428613  -0.042485  -0.524993  -0.322
O  -2.067729  1.301677  1.680697  -0.521
O  -2.003232  1.944882  -0.727615  -0.464
S  -1.948678  -1.159841  -0.412532  -0.366
S  -2.539657  1.081285  0.283631  0.498
Cl  0.440802  -2.692918  0.294110  -0.377
H  1.724890  -0.024115  0.927394  0.419
H  2.425405  -0.513202  -0.689247  0.335
H  2.096261  1.026420  -0.456925  0.306

Forces on the atoms, in the same order (eV/Å):
C -0.13 -1.30 -0.14
C 1.05 1.45 -3.46
N -0.96 0.38 -0.47
O 0.21 -0.41 -1.84
O 1.01 0.70 -0.61
S -0.97 -0.49 -0.21
S -1.88 0.39 2.48
Cl 0.42 0.24 0.13
H 0.96 -0.39 2.83
H 0.28 -1.38 0.47
H 0.01 0.81 0.83

=====

Entry 8:
Formula: C2H3ClO2
Source: the OMol25 dataset
Level of theory: wB97M-V/def2-TZVPD

Computed properties:
DFT total energy   -688.59005 Eh
Energy above the lowest of the compared OMol25 structures with the same formula, charge and spin   2.561 eV
Orbital gap   10.575 eV
HOMO level   -9.95 eV
LUMO   0.62 eV

Last column: Mulliken charge in e.
Geometry (Å):
C  0.587316  0.299174  -0.705534  -0.204
C  -0.428696  0.169450  0.312311  0.412
O  0.103940  -0.912509  -0.963623  -0.471
O  -0.095828  -0.182309  1.536345  -0.431
Cl  -2.087255  0.572047  0.031026  -0.143
H  0.582482  0.944015  -1.582134  0.279
H  1.572369  0.243955  -0.269901  0.184
H  -0.234328  -1.133822  1.641510  0.373

Forces on the atoms, in the same order (eV/Å):
C 2.15 2.20 -0.77
C -0.33 -1.20 -2.67
O -2.45 -1.73 2.00
O 0.34 -0.59 0.54
Cl 0.21 0.02 0.02
H -0.40 0.77 0.34
H 0.66 0.51 0.30
H -0.18 0.02 0.23

=====

Entry 9:
Formula: C2H3ClO2
Source: the OMol25 dataset
Level of theory: wB97M-V/def2-TZVPD

Computed properties:
DFT total energy   -688.37782 Eh
Energy above the lowest of the compared OMol25 structures with the same formula, charge and spin   8.336 eV
Orbital gap (spin up / spin down)   5.973 / 9.332 eV
HOMO level (spin up / spin down)   -7.11 / -9.37 eV
LUMO (spin up / spin down)   -1.14 / -0.04 eV

Last column: Mulliken charge in e.
Geometry (Å):
C  -0.541564  1.072616  -0.205567  -0.396
C  -0.603393  0.877105  1.081068  0.217
O  1.037266  -1.023692  -0.873251  -0.319
O  0.881477  -1.331389  0.479200  -0.431
Cl  -0.785890  0.375807  2.506865  -0.142
H  -0.999526  1.694669  -0.915414  0.339
H  0.048765  0.242416  -0.734914  0.387
H  0.962865  -1.907533  -1.337986  0.345

Forces on the atoms, in the same order (eV/Å):
C 0.73 -1.90 1.76
C 0.54 0.52 -6.12
O 0.57 -1.60 0.32
O -0.05 0.42 -0.49
Cl -0.37 -0.89 3.96
H -0.71 1.41 -0.20
H -0.35 0.79 0.14
H -0.35 1.25 0.65

=====

Entry 10:
Formula: C2H3ClO2S
Source: the OMol25 dataset
Level of theory: wB97M-V/def2-TZVPD

Computed properties:
DFT total energy   -1086.75764 Eh
Energy above the lowest of the compared OMol25 structures with the same formula, charge and spin   2.533 eV
Orbital gap   9.636 eV
HOMO level   -9.23 eV
LUMO   0.41 eV

Last column: Mulliken charge in e.
Geometry (Å):
C  -0.343294  -0.172699  0.565286  -0.820
C  -0.740831  -0.047966  -1.152273  0.468
O  0.233570  2.322722  -0.253994  -0.515
O  0.147482  -0.238265  -2.092208  -0.480
S  -0.921872  1.501899  -0.186452  0.446
Cl  -2.413502  -0.801686  -1.296082  -0.212
H  -1.098451  -0.769683  0.966687  0.421
H  0.754749  -0.394166  0.869452  0.311
H  0.557546  -1.112184  -2.074741  0.382

Forces on the atoms, in the same order (eV/Å):
C 1.00 0.86 -3.99
C -0.46 -0.83 4.79
O 2.29 2.09 -0.52
O 0.60 0.30 -1.31
S -1.16 -3.13 0.93
Cl 0.86 0.40 -0.38
H -0.95 -0.69 1.00
H -2.02 1.00 -0.78
H -0.15 0.00 0.24

=====

What did the second record say?
Formula: C2H3ClIN
Source: the OMol25 dataset
Level of theory: wB97M-V/def2-TZVPD

Computed properties:
DFT total energy   -890.52344 Eh
Energy above the lowest of the compared OMol25 structures with the same formula, charge and spin   2.560 eV
Orbital gap   8.386 eV
HOMO level   -8.27 eV
LUMO   0.12 eV

Last column: Mulliken charge in e.
Geometry (Å):
C  -0.132496  0.079795  -1.342597  0.135
C  0.437465  1.477946  0.552466  -0.344
N  -0.060640  0.657031  -0.273030  -0.158
Cl  -1.321618  -0.893249  -1.866594  -0.086
I  -0.032768  -3.134766  0.910142  0.048
H  1.238265  1.140252  1.212485  0.237
H  0.023702  2.464303  0.545033  0.248
H  -0.151911  -1.791313  0.262095  -0.080

Forces on the atoms, in the same order (eV/Å):
C 1.28 0.98 -0.92
C -0.01 -0.46 0.75
N 0.87 0.48 0.13
Cl -1.92 -1.53 -0.52
I 0.27 -2.62 1.33
H -0.44 0.22 0.08
H 0.13 0.54 0.22
H -0.19 2.40 -1.08

=====

Repeat the third record exactly.
Formula: C2H3ClN2O
Source: the OMol25 dataset
Level of theory: wB97M-V/def2-TZVPD

Computed properties:
DFT total energy   -722.72764 Eh
Energy above the lowest of the compared OMol25 structures with the same formula, charge and spin   6.150 eV
Orbital gap (spin up / spin down)   9.125 / 7.914 eV
HOMO level (spin up / spin down)   -9.19 / -8.23 eV
LUMO (spin up / spin down)   -0.07 / -0.32 eV

Last column: Mulliken charge in e.
Geometry (Å):
C  -0.358115  1.030241  -1.109641  -0.079
C  0.272134  -0.967208  -0.076077  -0.350
N  -0.134925  -0.148390  -1.132629  -0.204
N  0.725107  0.839601  1.324612  -0.069
O  1.065344  -0.309414  0.912288  -0.137
Cl  -0.983157  0.760781  1.868852  -0.156
H  -0.867159  1.687404  -1.784230  0.280
H  -0.647605  -1.230851  0.398079  0.429
H  0.928376  -1.662164  -0.401253  0.286

Forces on the atoms, in the same order (eV/Å):
C 0.60 0.82 0.77
C -1.29 1.65 0.73
N -0.40 -0.18 -1.07
N -0.93 1.92 0.11
O 1.48 -0.92 -0.14
Cl -0.44 0.20 0.63
H -0.11 0.35 -0.42
H -0.41 -1.05 0.34
H 1.49 -2.79 -0.96

=====

Q: What is the DFT total energy in the ninth record?
A: -688.37782 Eh

=====

What did the sixth record say?
Formula: C2H3ClN2O8
Source: the OMol25 dataset
Level of theory: wB97M-V/def2-TZVPD

Computed properties:
DFT total energy   -1249.07790 Eh
Energy above the lowest of the compared OMol25 structures with the same formula, charge and spin   1.119 eV
Orbital gap (spin up / spin down)   8.607 / 8.553 eV
HOMO level (spin up / spin down)   -11.69 / -11.68 eV
LUMO (spin up / spin down)   -3.08 / -3.12 eV

Last column: Mulliken charge in e.
Geometry (Å):
N  -0.528244  -0.042912  0.955722  1.002
O  -0.977673  -1.065870  1.435792  -0.454
O  -0.965667  1.229701  1.279332  -0.106
O  0.379610  -0.140637  0.075005  -0.490
C  -3.055748  3.449133  4.795663  -0.610
C  -1.699872  3.622585  4.087694  0.190
O  -1.042946  2.553158  3.462111  -0.255
O  -1.873733  1.373539  2.527441  -0.015
Cl  -0.552327  4.330244  5.350909  -0.144
O  -3.968508  3.125675  3.796785  -0.306
N  -5.294538  2.915418  4.534017  1.055
O  -6.192091  2.570147  3.842993  -0.514
O  -5.228207  3.148290  5.711542  -0.490
H  -2.994102  2.679322  5.560732  0.359
H  -3.354927  4.394560  5.242639  0.412
H  -1.771946  4.409365  3.319561  0.366

Forces on the atoms, in the same order (eV/Å):
N 2.73 -5.25 -1.63
O -0.73 2.60 0.62
O -1.12 1.66 1.57
O -2.71 2.71 2.36
C 1.67 0.02 -0.11
C -1.08 1.66 -0.79
O 0.63 -3.05 -0.79
O 2.27 1.42 -0.44
Cl -0.55 -1.09 -1.06
O -2.43 -0.84 0.45
N 0.79 0.31 -0.16
O 0.68 0.18 0.12
O -0.58 -0.32 -0.85
H 0.14 -0.07 0.05
H 0.46 0.09 0.17
H -0.17 -0.03 0.49